#one
Molecular formula: C2H15NO5
Method: DFT, ωB97M-V with the def2-TZVPD basis set

Geometry as XYZ:
```
23
Properties=species:S:1:pos:R:3:mulliken_charge:R:1
C -0.735 2.203 1.558 -0.440
N -0.402 0.965 1.672 -0.312
C 0.592 0.838 2.754 -1.166
H -1.632 2.491 0.951 0.296
H -0.429 2.941 2.290 0.303
H 1.252 -0.009 2.625 0.324
H 0.190 0.675 3.767 0.350
H 1.333 1.604 2.774 0.468
O -1.763 -1.480 1.536 -0.656
H -1.768 -1.670 2.415 0.273
H -1.183 -0.709 1.382 0.564
O 1.090 1.906 -1.064 -0.610
H 0.170 1.903 -1.133 0.268
H 1.276 1.312 -1.770 0.346
O -0.423 -3.206 -0.563 -0.730
H 0.407 -3.125 -0.070 0.341
H -1.079 -2.764 0.019 0.372
O 1.292 0.717 -3.641 -0.673
H 0.863 1.259 -4.259 0.331
H 0.666 -0.005 -3.467 0.399
O -0.043 -1.594 -2.754 -0.737
H -0.177 -2.069 -1.795 0.394
H 0.505 -2.186 -3.226 0.296
```

E_LUMO = 0.6 eV
spin multiplicity = 1

#two
Molecular formula: C2H15NO5
Method: DFT, ωB97M-V with the def2-TZVPD basis set

Geometry as XYZ:
```
23
Properties=species:S:1:pos:R:3:mulliken_charge:R:1
C -1.030 3.425 2.444 -0.789
C -1.284 2.147 2.648 -0.024
N -2.431 1.425 2.266 -0.518
H -1.450 4.087 1.612 0.208
H -0.214 3.889 2.910 0.283
H -0.692 1.351 3.175 0.394
H -3.044 2.003 1.728 0.203
H -2.251 0.436 1.841 0.248
O 3.406 0.972 -3.412 -0.656
H 4.446 0.880 -3.427 0.335
H 3.150 1.755 -2.872 0.322
O 2.336 1.651 1.798 -0.607
H 1.465 1.311 2.072 0.342
H 2.334 1.362 0.909 0.274
O -0.043 -2.156 -1.749 -0.612
H -0.447 -1.949 -0.862 0.334
H -0.200 -3.072 -1.843 0.296
O -2.233 -5.753 -3.003 -0.639
H -1.415 -6.019 -3.438 0.319
H -2.861 -5.782 -3.760 0.322
O 0.442 -0.734 0.487 -0.656
H 1.188 -1.174 0.606 0.319
H 0.825 -0.055 -0.128 0.301
```

E_LUMO = 0.2 eV
spin multiplicity = 1

What should be chosen as the most stable of them? Choose #one.

#one
Molecular formula: C9H14NO
Method: DFT, ωB97M-V with the def2-TZVPD basis set

Geometry as XYZ:
```
25
Properties=species:S:1:pos:R:3:mulliken_charge:R:1
C -0.591 2.509 -0.074 -0.291
C 0.362 2.559 0.906 -1.094
C -0.044 1.576 -1.084 0.600
C 1.312 1.481 0.326 1.007
C -0.579 0.383 -1.201 0.554
C 1.125 0.214 0.764 -0.101
C 0.013 -0.684 -1.986 -1.727
C -2.045 0.083 -0.908 -1.317
C 1.711 -1.037 0.275 -1.994
N 0.603 -0.010 2.152 -0.099
O 1.410 1.600 -1.024 -0.347
H -1.344 3.230 -0.438 0.457
H 0.337 3.009 1.903 0.502
H 1.146 -0.493 -2.278 0.317
H -0.335 -0.850 -3.041 0.425
H -0.079 -1.749 -1.705 0.423
H -1.936 -0.813 -0.347 0.357
H -2.414 -0.155 -1.957 0.349
H -2.382 1.007 -0.438 0.396
H 1.037 -1.811 0.447 0.672
H 2.612 -1.380 0.748 0.411
H 1.948 -1.122 -0.752 0.325
H 0.907 -0.945 2.467 0.442
H -0.382 -0.235 2.105 0.331
H 0.722 0.856 2.741 0.403
```

E_LUMO = -3.7 eV
charge = +1
spin multiplicity = 1

#two
Molecular formula: C9H14NO
Method: DFT, ωB97M-V with the def2-TZVPD basis set

Geometry as XYZ:
```
25
Properties=species:S:1:pos:R:3:mulliken_charge:R:1
N -2.273 -1.110 1.052 -0.389
C -1.470 -0.390 -0.240 0.839
O -2.005 -0.865 -1.342 -0.484
C -1.754 1.076 -0.023 -1.105
C -0.402 1.843 -0.221 -1.107
C 0.722 0.914 0.316 0.527
C 2.148 0.976 -0.351 -1.066
C 2.910 -0.330 -0.156 -0.284
C 2.253 -1.454 0.131 -0.935
C 0.832 -1.535 -0.068 -0.196
C 0.106 -0.413 0.011 -0.240
H -1.888 -0.606 1.902 0.368
H -2.217 -2.096 1.016 0.322
H -3.228 -1.045 0.797 0.322
H -1.628 -1.637 -1.730 0.425
H -2.280 1.373 0.832 0.428
H -2.374 1.514 -0.734 0.374
H -0.082 2.144 -1.282 0.350
H -0.402 2.725 0.275 0.506
H 0.729 0.830 1.474 0.237
H 2.844 1.834 -0.143 0.482
H 2.100 1.237 -1.371 0.375
H 4.029 -0.128 -0.152 0.318
H 2.849 -2.405 0.318 0.305
H 0.479 -2.451 -0.314 0.626
```

E_LUMO = -3.3 eV
charge = +1
spin multiplicity = 1

What should be chosen as the most stable of them? Choose #two.

#one
Molecular formula: CH5PS2
Method: DFT, ωB97M-V with the def2-TZVPD basis set

Geometry as XYZ:
```
9
Properties=species:S:1:pos:R:3:mulliken_charge:R:1
C -1.142 0.687 0.234 -0.876
P 0.608 -0.001 -0.266 0.346
S 2.147 0.905 0.246 -0.349
S 0.655 -2.117 0.116 -0.268
H -1.313 1.431 -0.675 0.275
H -1.895 -0.037 -0.010 0.350
H -1.013 1.261 1.240 0.280
H 0.246 -0.005 -1.741 0.084
H 1.706 -2.123 0.858 0.158
```

E_LUMO = 0.7 eV
spin multiplicity = 1

#two
Molecular formula: CH5PS2
Method: DFT, ωB97M-V with the def2-TZVPD basis set

Geometry as XYZ:
```
9
Properties=species:S:1:pos:R:3:mulliken_charge:R:1
C 0.957 -0.058 0.582 -0.743
P -0.935 1.230 0.073 0.135
S 2.331 0.220 -0.565 -0.185
S -2.269 -0.331 -0.420 -0.260
H 0.647 -1.079 0.234 0.284
H 1.099 0.218 1.549 0.420
H -1.123 1.011 1.504 0.062
H 2.063 -0.713 -1.532 0.128
H -2.782 0.309 -1.555 0.159
```

E_LUMO = 0.5 eV
spin multiplicity = 1

What should be chosen as the most stable of them? Choose #one.

#one
Molecular formula: C3H8NO2
Method: DFT, ωB97M-V with the def2-TZVPD basis set

Geometry as XYZ:
```
14
Properties=species:S:1:pos:R:3:mulliken_charge:R:1
O 3.034 0.389 1.132 -0.491
C 2.154 0.693 0.365 0.158
C 1.892 0.021 -0.931 -0.640
H 1.444 1.513 0.599 0.317
H 2.065 0.697 -1.774 0.285
H 0.791 -0.187 -0.948 0.126
H 2.526 -0.857 -1.013 0.286
N -2.826 -0.298 0.776 -0.633
C -1.535 -0.562 0.101 -0.229
O -0.734 0.500 -0.116 -0.366
H -3.341 0.372 0.216 0.256
H -2.629 0.132 1.675 0.259
H -1.044 -1.307 0.746 0.333
H -1.799 -1.107 -0.829 0.339
```

E_LUMO (spin up / spin down) = 0.8 / -2.4 eV
<S²> = 0.75
spin multiplicity = 2

#two
Molecular formula: C3H8NO2
Method: DFT, ωB97M-V with the def2-TZVPD basis set

Geometry as XYZ:
```
14
Properties=species:S:1:pos:R:3:mulliken_charge:R:1
C 0.904 -0.003 1.314 -0.420
O 0.768 -1.307 1.534 -0.390
C -0.092 0.559 0.242 0.232
C 0.488 0.261 -1.140 -0.697
O -0.426 0.535 -2.172 -0.543
N -1.394 -0.110 0.315 -0.725
H 1.901 0.374 1.058 0.355
H 0.648 0.578 2.219 0.310
H -0.175 1.633 0.433 0.421
H 1.437 0.738 -1.344 0.332
H 0.628 -0.823 -1.086 0.289
H -1.283 0.292 -1.786 0.342
H -1.219 -0.900 0.939 0.280
H -2.052 0.495 0.792 0.215
```

E_LUMO (spin up / spin down) = 0.8 / -2.0 eV
<S²> = 0.75
spin multiplicity = 2

What should be chosen as the most stable of them? Choose #two.

#one
Molecular formula: C3H5NOS2
Method: DFT, ωB97M-V with the def2-TZVPD basis set

Geometry as XYZ:
```
12
Properties=species:S:1:pos:R:3:mulliken_charge:R:1
C -1.003 0.200 0.159 0.288
C 1.635 -0.813 0.568 -0.697
C 2.498 0.151 -0.217 0.295
H 0.598 1.622 0.191 0.320
H -0.966 1.990 1.356 0.243
H 2.064 -1.861 0.640 0.323
H 1.433 -0.372 1.626 0.349
H 3.845 -0.365 -0.461 0.231
N -0.288 1.294 0.704 -0.476
O 2.150 1.343 -0.646 -0.559
S -2.541 0.177 -0.257 -0.285
S -0.018 -1.305 -0.129 -0.031
```

E_LUMO = -0.5 eV
spin multiplicity = 1

#two
Molecular formula: C3H5NOS2
Method: DFT, ωB97M-V with the def2-TZVPD basis set

Geometry as XYZ:
```
12
Properties=species:S:1:pos:R:3:mulliken_charge:R:1
C -1.311 1.190 0.128 -0.921
O 0.188 1.144 -0.030 -0.309
C 0.699 -0.148 -0.033 0.811
C 2.177 0.014 -0.324 -0.341
S 3.337 -0.999 0.124 -0.190
N 0.195 -1.287 0.091 -0.399
S -1.508 -1.803 -0.066 -0.126
H -1.643 0.667 1.053 0.421
H -1.288 2.214 0.540 0.285
H -2.009 1.079 -0.726 0.334
H 2.392 0.994 -0.789 0.277
H -1.227 -3.066 0.031 0.157
```

E_LUMO = -0.7 eV
spin multiplicity = 1

What should be chosen as the most stable of them? Choose #two.

#one
Molecular formula: C3H5NOS2
Method: DFT, ωB97M-V with the def2-TZVPD basis set

Geometry as XYZ:
```
12
Properties=species:S:1:pos:R:3:mulliken_charge:R:1
O 2.547 -1.059 -0.259 -0.359
N 1.349 -1.480 0.220 -0.431
C 0.458 -0.594 0.084 0.633
C 0.753 0.759 -0.490 -0.301
S 0.365 2.171 0.197 -0.170
C -0.935 -0.947 0.657 -0.666
S -2.346 -0.521 -0.347 -0.175
H 3.039 -1.828 -0.024 0.388
H 1.570 0.746 -1.349 0.289
H -0.982 -0.431 1.584 0.316
H -0.915 -2.046 0.938 0.342
H -2.487 0.671 0.275 0.132
```

E_LUMO = -0.9 eV
spin multiplicity = 1

#two
Molecular formula: C3H5NOS2
Method: DFT, ωB97M-V with the def2-TZVPD basis set

Geometry as XYZ:
```
12
Properties=species:S:1:pos:R:3:mulliken_charge:R:1
C -1.853 -0.591 0.744 -0.576
C -0.465 0.078 0.486 0.343
C 2.681 0.670 -0.618 -0.267
H -1.716 -0.427 -1.563 0.172
H -2.311 -0.033 1.588 0.268
H -1.730 -1.576 1.115 0.430
H 3.773 0.903 -0.729 0.307
H 1.567 1.705 -1.294 0.246
N 2.505 -0.661 0.086 -0.270
O -0.309 1.271 0.785 -0.525
S -2.899 -0.133 -0.597 -0.186
S 0.756 -1.207 -0.002 0.057
```

E_LUMO = -0.6 eV
spin multiplicity = 1

What should be chosen as the most stable of them? Choose #one.